1.
{
  "formula": "C10H12BrN3O",
  "method": "wB97M-V/def2-TZVPD",
  "symbols": ["C", "C", "C", "C", "C", "C", "C", "C", "C", "C", "N", "N", "N", "O", "Br", "H", "H", "H", "H", "H", "H", "H", "H", "H", "H", "H", "H"],
  "positions_angstrom": [[-0.09990, 1.88372, 1.03198], [-0.31732, 0.48317, 1.40464], [2.39018, 0.02905, -0.40612], [-1.11765, 2.46559, 0.42354], [-1.54147, -0.19288, 1.12234], [2.27784, -1.18542, 0.08891], [1.04414, 0.26892, -1.13290], [-2.29267, 1.80674, -0.18592], [-2.42058, 0.35843, 0.29250], [-0.92155, -1.20914, -1.41851], [1.12288, -1.88452, -0.27967], [0.39067, -1.02857, -1.04238], [3.12576, -2.00271, 0.86132], [0.60446, 1.19656, -1.77859], [-4.03494, -0.46159, -0.11539], [0.81787, 2.35093, 1.49407], [0.46680, -0.01279, 1.82727], [2.94163, 0.89798, -0.13049], [-0.99541, 3.36432, -0.10038], [-1.70759, -1.19769, 1.42110], [-3.26898, 2.39035, -0.02225], [-2.07760, 1.69810, -1.28117], [-1.22264, -2.31666, -1.32484], [-1.44379, -0.44379, -1.99667], [0.98741, -2.96142, -0.21808], [3.97858, -1.42231, 1.00993], [3.31385, -2.87436, 0.45576]],
  "atomic_forces_ev_per_a": [[0.45, -2.43, 2.74], [-1.63, 2.11, -0.78], [-3.46, 2.23, -1.41], [-0.38, 0.92, -1.70], [1.33, 0.45, -0.03], [-0.10, -4.53, 0.66], [1.82, -1.98, 0.08], [-0.91, -1.79, 0.06], [-1.25, 2.61, 0.59], [0.40, -3.02, -0.08], [0.54, -0.96, 0.97], [-0.69, 2.22, -1.70], [0.83, 3.59, 0.86], [-0.03, -0.36, 0.42], [-0.52, -0.49, -0.27], [-1.12, -0.21, -1.21], [1.79, -1.43, 1.33], [0.79, -0.05, 0.06], [0.43, 1.91, 0.15], [0.10, -0.74, 0.47], [1.38, -0.81, -0.39], [-0.39, 0.61, 0.42], [-0.01, 2.14, -0.38], [0.54, -0.49, 0.26], [0.22, 3.06, -0.50], [-0.63, -1.34, 0.05], [0.48, -1.22, -0.66]],
  "mulliken_spin": [-0.1210, 0.5075, -0.0144, 0.2972, -0.1321, 0.0523, 0.0245, -0.1096, 0.3709, 0.8285, -0.0168, 0.0766, 0.0075, 0.0821, 0.0255, 0.0035, 0.0249, 0.0026, 0.0109, 0.0093, 0.0351, 0.0605, 0.0044, -0.0320, 0.0006, -0.0005, 0.0018],
  "homo_lumo_gap_ev": [6.47, 8.14],
  "de_lowest_kcal_mol": 0.0,
  "fmax_ev_per_a": 4.6,
  "lumo_energy_ha": [0.0164, -0.0140],
  "s_squared": 2.05,
  "multiplicity": 3
}

2.
{
  "formula": "C5H9I",
  "method": "wB97M-V/def2-TZVPD",
  "symbols": ["C", "C", "C", "C", "C", "I", "H", "H", "H", "H", "H", "H", "H", "H", "H"],
  "positions_angstrom": [[0.18995, 2.30965, 0.15027], [-0.16368, 1.09706, -0.25520], [-1.49980, -1.03175, -0.08216], [1.32273, -1.18507, -0.11060], [-0.31700, -0.14352, 0.47211], [3.22858, -0.26910, 0.08848], [0.32521, 3.26089, -0.36134], [0.47384, 2.54753, 1.13797], [-0.57161, 0.92967, -1.30848], [-1.54853, -1.99454, 0.34479], [-2.39354, -0.41834, 0.06154], [-1.45504, -1.27939, -1.12897], [1.31019, -1.49796, -1.07928], [1.38370, -2.17055, 0.46795], [-0.28498, -0.15459, 1.60293]],
  "atomic_forces_ev_per_a": [[0.43, 0.51, 0.03], [-1.42, 0.73, -2.15], [0.95, 1.91, 0.29], [-1.66, 0.22, 4.47], [2.19, -3.69, -0.39], [-0.37, 0.18, 0.18], [-0.51, -0.66, -1.07], [0.25, -0.60, 1.49], [0.99, 0.63, 1.12], [-0.25, -0.86, 1.23], [-0.24, -0.48, 0.17], [0.45, 0.53, -0.69], [-0.71, -0.24, -2.96], [-0.31, 1.61, -0.30], [0.21, 0.20, -1.42]],
  "nbo_charge": [-0.3705, -0.2376, -0.6296, -0.5637, -0.1407, 0.0877, 0.2094, 0.1879, 0.1984, 0.2176, 0.2178, 0.2117, 0.1761, 0.2112, 0.2243],
  "homo_lumo_gap_ev": 9.43,
  "de_lowest_kcal_mol": 56.4,
  "fmax_ev_per_a": 4.8,
  "lumo_energy_ha": 0.0200
}

3.
{
  "formula": "C28H48CuN5O6P2S2",
  "method": "wB97M-V/def2-TZVPD",
  "symbols": ["Cu", "C", "C", "N", "C", "S", "N", "N", "C", "C", "C", "C", "C", "C", "C", "N", "H", "H", "H", "H", "H", "H", "H", "H", "H", "H", "H", "H", "H", "C", "C", "C", "O", "P", "O", "C", "P", "O", "O", "C", "C", "C", "O", "C", "C", "C", "O", "C", "C", "C", "H", "H", "H", "H", "H", "H", "H", "H", "H", "H", "H", "H", "H", "H", "H", "H", "H", "H", "H", "H", "H", "H", "H", "H", "H", "H", "H", "H", "H", "H", "S", "C", "N", "C", "C", "C", "C", "H", "H", "H", "H", "H"],
  "positions_angstrom": [[-0.21741, -1.55163, 0.38987], [-3.97387, 0.26885, 4.92138], [-4.18325, -0.59250, 3.68603], [-3.16572, -1.62563, 3.56278], [-2.13719, -1.65400, 2.69275], [-2.10550, -0.53460, 1.36136], [-1.22932, -2.57876, 2.96554], [-0.24253, -2.63902, 2.03624], [0.74038, -3.44634, 2.22508], [0.89438, -4.33806, 3.40915], [1.75724, -3.44641, 1.14497], [2.92013, -4.19695, 1.21884], [3.82070, -4.14724, 0.16702], [3.53343, -3.36403, -0.93844], [2.34839, -2.64863, -0.94203], [1.49432, -2.67849, 0.07579], [-4.74848, 1.03369, 4.98868], [-3.00239, 0.76307, 4.88204], [-4.01767, -0.33021, 5.83273], [-4.14398, 0.01891, 2.78738], [-5.16309, -1.07273, 3.71591], [-3.04498, -2.25511, 4.34328], [0.03723, -4.23499, 4.06422], [1.80016, -4.08196, 3.96442], [0.98206, -5.38002, 3.09404], [3.11284, -4.81475, 2.08375], [4.73418, -4.72636, 0.20691], [4.20169, -3.31740, -1.78630], [2.04729, -2.05778, -1.79925], [0.83590, 2.14546, -4.84705], [1.36123, 0.73297, -4.70293], [2.86953, 0.64907, -4.62375], [0.75995, 0.02836, -3.56491], [0.41140, 0.49180, -2.11608], [-0.14983, -0.66813, -1.37804], [1.90034, 1.16548, -1.37508], [1.81046, 1.36989, 0.42031], [1.02174, 0.32309, 1.09147], [3.34591, 1.40355, 0.77216], [3.77198, 1.19037, 2.16671], [3.99954, -0.29159, 2.36547], [5.00909, 2.02850, 2.36999], [1.20858, 2.79126, 0.71459], [1.87467, 4.03250, 0.32332], [2.06846, 4.84418, 1.58288], [1.01386, 4.72102, -0.71122], [-0.55523, 1.71773, -2.17261], [-2.00565, 1.59388, -1.88966], [-2.73915, 2.11809, -3.09969], [-2.26616, 2.36815, -0.62278], [1.23099, 2.57453, -5.76809], [1.15239, 2.78390, -4.01913], [-0.25128, 2.16304, -4.89490], [1.01843, 0.13471, -5.54495], [3.27201, 1.28790, -3.83698], [3.29708, 0.98369, -5.56915], [3.19221, -0.37799, -4.45177], [2.14598, 2.11847, -1.84802], [2.71421, 0.46123, -1.56072], [2.96481, 1.53516, 2.81772], [4.76408, -0.64732, 1.67147], [3.07763, -0.84909, 2.19944], [4.34190, -0.47888, 3.38408], [5.78264, 1.73322, 1.65927], [5.39295, 1.88098, 3.37971], [4.79945, 3.08940, 2.23292], [2.85198, 3.78180, -0.09940], [1.10085, 5.09570, 2.01878], [2.59827, 5.76957, 1.35275], [2.64645, 4.28935, 2.32171], [0.08223, 5.06587, -0.25964], [0.76144, 4.05218, -1.53615], [1.54479, 5.58657, -1.10964], [-2.21360, 0.53336, -1.74100], [-2.40907, 3.13163, -3.33415], [-3.80973, 2.14606, -2.89338], [-2.57675, 1.48145, -3.96982], [-2.05199, 3.42896, -0.77116], [-1.65508, 1.99956, 0.20223], [-3.31588, 2.26084, -0.34505], [-2.10443, -3.26496, -1.34525], [-3.75030, -2.96358, -1.32235], [-4.29163, -2.20069, -0.32747], [-5.61042, -1.89985, -0.20166], [-6.50848, -2.36624, -1.10066], [-6.01788, -3.16304, -2.16630], [-4.69293, -3.45106, -2.27725], [-3.61867, -1.80263, 0.33073], [-5.87422, -1.28492, 0.64693], [-7.55748, -2.13754, -0.99571], [-6.71119, -3.54882, -2.90313], [-4.30740, -4.05904, -3.08212]],
  "atomic_forces_ev_per_a": [[-0.39, 0.04, 0.10], [0.01, 0.04, 0.02], [0.09, -0.07, 0.00], [-0.03, 0.15, -0.02], [0.00, -0.17, 0.24], [0.28, -0.07, 0.01], [0.09, 0.26, -0.41], [-0.09, -0.12, 0.36], [0.15, 0.06, -0.28], [0.01, -0.01, 0.01], [-0.12, -0.01, 0.17], [0.08, -0.07, -0.01], [0.03, -0.02, 0.01], [0.00, -0.01, 0.02], [-0.12, -0.01, -0.03], [-0.17, 0.08, -0.01], [0.01, -0.01, 0.00], [-0.01, 0.00, -0.01], [0.01, 0.00, -0.02], [-0.01, 0.00, -0.02], [-0.03, -0.01, 0.02], [-0.05, -0.04, -0.01], [-0.01, 0.01, 0.01], [-0.02, 0.00, 0.00], [0.00, 0.01, 0.00], [0.01, 0.01, -0.01], [-0.01, 0.01, 0.00], [-0.02, 0.00, 0.00], [-0.01, 0.04, 0.04], [0.03, 0.03, 0.04], [-0.13, -0.02, 0.02], [0.04, 0.00, 0.03], [0.16, -0.04, -0.15], [-0.20, -0.09, 0.27], [0.25, 0.13, -0.30], [0.13, 0.01, 0.05], [-0.23, -0.21, -0.06], [0.18, 0.00, 0.06], [0.11, 0.07, 0.10], [-0.07, -0.03, -0.08], [0.03, -0.05, 0.01], [0.08, 0.02, -0.01], [-0.01, 0.10, -0.01], [0.00, -0.11, 0.05], [0.00, 0.09, 0.01], [-0.03, 0.07, -0.02], [-0.19, 0.09, 0.02], [0.16, 0.01, -0.02], [-0.03, 0.03, -0.03], [-0.04, 0.10, 0.05], [0.00, -0.02, -0.01], [0.01, -0.01, -0.01], [0.01, -0.01, -0.01], [-0.03, -0.01, -0.01], [0.00, 0.01, 0.02], [-0.01, 0.00, 0.00], [-0.01, 0.01, 0.00], [0.07, -0.02, -0.04], [0.02, 0.03, -0.05], [-0.02, 0.01, 0.00], [0.00, 0.00, 0.02], [0.00, 0.03, -0.01], [0.00, 0.00, -0.01], [0.00, 0.00, 0.02], [-0.01, 0.01, 0.00], [-0.01, -0.02, -0.01], [-0.01, -0.06, -0.02], [0.01, -0.01, 0.00], [-0.02, 0.00, 0.01], [0.01, 0.00, -0.02], [0.01, -0.03, -0.01], [0.04, 0.01, 0.02], [-0.03, 0.01, -0.01], [0.00, -0.02, 0.03], [-0.02, 0.00, 0.02], [0.01, -0.02, -0.01], [0.01, 0.00, 0.01], [-0.02, -0.03, -0.02], [-0.01, 0.00, -0.05], [0.01, 0.02, 0.02], [0.25, -0.17, -0.12], [-0.21, 0.08, 0.17], [-0.19, -0.07, -0.13], [0.24, -0.06, 0.00], [-0.04, -0.08, -0.10], [-0.09, 0.05, 0.04], [0.14, -0.01, 0.02], [-0.04, 0.06, 0.03], [0.03, 0.02, 0.01], [0.00, 0.00, -0.02], [0.01, 0.00, 0.01], [-0.01, 0.00, 0.00]],
  "mulliken_spin": [0.6521, 0.0017, 0.0008, -0.0027, 0.0021, 0.1563, 0.0093, 0.1064, 0.0284, 0.0080, -0.0239, -0.0002, -0.0008, 0.0017, -0.0011, 0.0475, 0.0000, -0.0001, 0.0003, -0.0010, -0.0004, -0.0003, -0.0001, -0.0002, -0.0003, 0.0001, -0.0001, -0.0001, 0.0014, 0.0000, 0.0010, 0.0000, -0.0002, 0.0162, 0.0127, -0.0008, -0.0059, 0.0023, 0.0000, 0.0000, -0.0008, 0.0000, -0.0011, 0.0000, 0.0000, 0.0000, 0.0009, 0.0005, 0.0001, 0.0034, 0.0000, 0.0000, 0.0000, 0.0000, 0.0000, 0.0001, 0.0000, 0.0000, 0.0001, 0.0001, 0.0000, -0.0008, 0.0000, 0.0000, 0.0000, 0.0000, 0.0000, 0.0000, 0.0000, 0.0000, 0.0000, 0.0000, 0.0000, -0.0022, 0.0000, 0.0000, 0.0000, 0.0000, -0.0011, -0.0010, -0.0014, -0.0005, 0.0011, 0.0003, -0.0001, 0.0000, 0.0002, -0.0088, 0.0008, 0.0000, 0.0000, 0.0000],
  "charge": 1,
  "homo_lumo_gap_ev": [6.98, 6.94],
  "de_lowest_kcal_mol": 0.0,
  "fmax_ev_per_a": 0.5,
  "lumo_energy_ha": [-0.0934, -0.0946],
  "s_squared": 0.75,
  "multiplicity": 2
}

4.
{
  "formula": "C4H8O2",
  "method": "wB97M-V/def2-TZVPD",
  "symbols": ["C", "C", "O", "C", "C", "O", "H", "H", "H", "H", "H", "H", "H", "H"],
  "positions_angstrom": [[1.56926, -0.57985, -0.46546], [0.14880, -0.03234, -0.43310], [-0.80386, -1.05377, -0.68414], [-0.10630, 0.51139, 0.99041], [-2.04596, 1.25874, 0.32301], [-1.50279, 0.64552, 1.34190], [1.82072, -0.97550, -1.45537], [2.29891, 0.20060, -0.22362], [1.66319, -1.39123, 0.26373], [0.02941, 0.76950, -1.17693], [-0.63393, -1.40555, -1.56904], [0.39290, 1.47550, 1.11310], [0.22152, -0.23617, 1.70500], [-3.05189, 0.81318, 0.27051]],
  "atomic_forces_ev_per_a": [[0.10, -0.03, 0.01], [0.23, 0.23, 0.28], [0.00, -0.13, -0.13], [0.54, -0.20, 0.37], [-0.62, -0.14, -0.28], [0.20, -0.21, -1.47], [-0.07, 0.08, 0.11], [-0.08, -0.09, -0.03], [0.04, 0.09, -0.11], [0.01, -0.10, 0.32], [-0.11, 0.09, 0.24], [0.04, -0.15, 0.08], [0.46, 0.04, 0.15], [-0.73, 0.53, 0.46]],
  "nbo_charge": [-0.6371, 0.0598, -0.7200, -0.0886, 0.0948, -0.4817, 0.2127, 0.2169, 0.2135, 0.1873, 0.4736, 0.2023, 0.1917, 0.0747],
  "homo_lumo_gap_ev": 9.11,
  "de_lowest_kcal_mol": 103.1,
  "fmax_ev_per_a": 1.5,
  "lumo_energy_ha": 0.0294
}

5.
{
  "formula": "C7H12N2P",
  "method": "wB97M-V/def2-TZVPD",
  "symbols": ["C", "N", "C", "C", "C", "C", "N", "C", "P", "C", "H", "H", "H", "H", "H", "H", "H", "H", "H", "H", "H", "H"],
  "positions_angstrom": [[-1.48325, 1.44309, 1.54104], [-0.22550, 1.00097, 0.86375], [0.93410, 1.84238, 0.98916], [-0.25434, -0.06676, 0.07073], [-1.49227, -0.73888, -0.16281], [-1.55978, -1.82563, -1.07244], [-0.43787, -2.26681, -1.65135], [0.96708, -1.71328, -1.19775], [2.43992, -2.69184, -1.69300], [0.99462, -0.67000, -0.36064], [-1.87593, 0.42786, 1.84403], [-1.15589, 1.86218, 2.55444], [-2.20292, 2.04748, 1.08813], [0.52022, 2.77219, 1.37406], [1.59184, 1.24308, 1.62255], [1.44000, 1.87886, 0.04356], [-2.50589, -0.32264, -0.04390], [-2.47313, -2.19105, -1.60313], [-0.54525, -2.99158, -2.37651], [3.27104, -1.56998, -1.52418], [2.14698, -2.39740, -3.03312], [1.99284, -0.41131, -0.00969]],
  "atomic_forces_ev_per_a": [[2.48, -3.26, 3.55], [-2.29, 0.52, -1.17], [-0.06, -1.20, 0.45], [-0.40, -0.35, 1.38], [-1.19, -1.36, -2.36], [0.94, 1.88, -0.40], [3.25, 0.64, 1.06], [-3.55, -2.21, -1.29], [-0.49, 0.01, -0.07], [-0.82, -0.21, -0.25], [-0.46, 1.43, -0.22], [-0.48, -0.14, -1.55], [-0.73, 0.96, -1.31], [1.06, 0.15, 0.02], [0.41, 1.01, 0.66], [0.14, 0.77, -0.55], [1.00, 0.10, 0.63], [0.57, 0.32, 1.22], [0.69, 0.59, 0.65], [0.17, 0.00, -0.07], [0.28, -0.13, -0.40], [-0.51, 0.49, 0.05]],
  "nbo_charge": [-0.4274, -0.3198, -0.4103, 0.3008, -0.3824, 0.1480, -0.5302, -0.0002, 0.3927, -0.3305, 0.2254, 0.2303, 0.2276, 0.2395, 0.2130, 0.2151, 0.2605, 0.2464, 0.4361, 0.0024, 0.0038, 0.2595],
  "charge": 1,
  "homo_lumo_gap_ev": 8.92,
  "de_lowest_kcal_mol": 19.7,
  "fmax_ev_per_a": 5.4,
  "smiles": "C[N+](C)=c1cc[nH]c(P)c1",
  "lumo_energy_ha": -0.1372
}